Entry 1:
The following is a DFT calculation (ωB97M-V/def2-TZVPD) of a cluster of 10 separate species, C24H66F6O21PS9 in total at a distorted geometry.

Values from the calculation:
LUMO level ... 0.05708 hartree
Relative energy (zero: lowest compared OMol25 entry of this formula, charge and spin) ... 240.5 kJ/mol
Calculated total energy ... -192069.691 eV
Net charge ... -1
Highest occupied orbital energy ... -6.780 eV

Structure (XYZ):
```
127
Properties=species:S:1:pos:R:3:lowdin_charge:R:1
P -0.973 0.267 -0.423 0.1900
F -1.555 0.745 0.999 -0.1513
F -2.328 -0.557 -0.733 -0.1487
F -1.622 1.603 -1.115 -0.1767
F -0.405 -0.122 -1.884 -0.1713
F 0.388 1.138 -0.134 -0.1756
F -0.204 -1.056 0.119 -0.1597
O 5.074 -0.363 4.638 -0.2777
S 3.749 -0.671 5.094 0.6183
O 3.045 0.324 5.839 -0.2862
O 2.848 -1.065 3.781 -0.2434
C 2.652 -2.414 3.402 -0.2838
C 2.714 -2.571 1.881 -0.0528
C 3.764 -2.167 6.106 -0.1189
H 1.709 -2.788 3.807 0.0984
H 3.453 -3.073 3.749 0.1160
H 2.353 -3.588 1.703 0.0801
H 3.745 -2.554 1.523 0.0723
H 2.181 -1.888 1.223 0.0632
H 4.664 -2.725 5.836 0.0690
H 2.929 -2.848 5.979 0.0672
H 3.945 -1.875 7.137 0.0718
O -1.763 5.537 3.729 -0.2975
S -0.949 5.133 2.612 0.6099
O -0.445 6.019 1.620 -0.2732
O 0.385 4.514 3.274 -0.2861
C 0.283 3.781 4.510 -0.2615
C 1.492 2.855 4.486 -0.0667
C -1.642 3.646 1.808 -0.0946
H -0.641 3.215 4.631 0.1063
H 0.379 4.553 5.274 0.1211
H 2.389 3.469 4.550 0.0839
H 1.494 2.155 3.653 0.0788
H 1.527 2.233 5.384 0.0586
H -1.043 2.827 2.199 0.0457
H -1.272 3.683 0.782 0.0627
H -2.721 3.564 1.827 0.0718
O -2.063 -3.691 4.133 -0.3043
S -1.121 -4.303 3.225 0.6215
O 0.075 -4.955 3.669 -0.2881
O -1.909 -5.230 2.148 -0.2656
C -1.179 -5.969 1.174 -0.2951
C -1.714 -7.373 1.034 -0.0661
C -0.690 -2.966 2.046 -0.1138
H -0.106 -6.008 1.374 0.1154
H -1.285 -5.452 0.217 0.1227
H -2.694 -7.383 0.552 0.0774
H -1.918 -7.770 2.033 0.0842
H -1.070 -8.064 0.497 0.0800
H -1.611 -2.657 1.562 0.0588
H -0.032 -3.399 1.302 0.0560
H -0.322 -2.191 2.712 0.0675
O 0.294 4.320 -3.766 -0.2784
S 1.382 3.479 -4.180 0.6317
O 1.456 2.977 -5.534 -0.2996
O 2.730 4.347 -3.794 -0.2709
C 3.983 3.740 -4.132 -0.2725
C 5.079 4.565 -3.447 -0.0585
C 1.554 2.053 -3.066 -0.0968
H 4.055 3.772 -5.220 0.1207
H 4.032 2.733 -3.710 0.0980
H 6.033 4.190 -3.831 0.0745
H 5.035 4.294 -2.394 0.0669
H 5.053 5.633 -3.638 0.0800
H 1.939 1.217 -3.639 0.0641
H 0.546 1.962 -2.671 0.0398
H 2.267 2.317 -2.289 0.0609
O -6.741 0.476 -2.194 -0.3013
S -6.041 0.186 -0.949 0.5914
O -6.806 0.210 0.270 -0.2805
O -5.285 -1.208 -1.123 -0.2641
C -5.311 -2.157 -0.047 -0.2497
C -4.472 -3.365 -0.461 -0.0592
C -4.654 1.263 -0.867 -0.1349
H -6.317 -2.443 0.251 0.1228
H -4.802 -1.659 0.781 0.0961
H -3.448 -3.062 -0.677 0.0665
H -4.859 -3.863 -1.352 0.0773
H -4.485 -4.113 0.332 0.0761
H -4.980 2.302 -0.840 0.0848
H -4.003 1.176 -1.730 0.0501
H -4.099 1.074 0.050 0.0545
O 4.608 0.320 -2.238 -0.2930
S 4.867 -0.174 -0.919 0.6325
O 5.025 -1.572 -0.604 -0.2780
O 6.184 0.633 -0.393 -0.2748
C 6.686 1.727 -1.182 -0.2623
C 7.664 1.198 -2.224 -0.0644
C 3.755 0.592 0.324 -0.0802
H 7.170 2.401 -0.481 0.1243
H 5.907 2.263 -1.720 0.0823
H 8.635 0.991 -1.780 0.0765
H 7.775 1.923 -3.035 0.0742
H 7.249 0.317 -2.710 0.0753
H 3.640 1.633 0.040 0.0691
H 4.208 0.420 1.295 0.0674
H 2.804 0.063 0.270 0.0454
C -2.353 0.039 5.725 -0.2704
S -3.613 -1.137 5.183 0.8528
O -4.956 -0.600 5.651 -0.5780
C -3.558 -0.766 3.398 -0.2561
H -2.159 0.959 5.176 0.0455
H -1.422 -0.517 5.877 0.0440
H -2.567 0.352 6.751 0.0517
H -3.912 -1.635 2.848 0.0285
H -2.511 -0.537 3.181 0.0291
H -4.097 0.099 3.007 0.0672
C -2.701 2.954 -4.509 -0.2599
S -4.439 2.571 -4.812 0.8149
O -4.849 3.428 -5.955 -0.5572
C -4.230 0.805 -5.225 -0.2560
H -2.384 2.230 -3.754 0.0372
H -2.520 3.995 -4.271 0.0527
H -2.156 2.718 -5.426 0.0562
H -3.247 0.449 -5.544 0.0144
H -4.889 0.519 -6.052 0.0570
H -4.584 0.106 -4.462 0.0444
C -2.095 -2.600 -5.398 -0.2381
S -0.288 -2.364 -5.222 0.8296
O 0.283 -2.799 -6.530 -0.5729
C -0.264 -0.539 -5.218 -0.2590
H -2.170 -3.509 -5.989 0.0449
H -2.546 -1.737 -5.875 0.0263
H -2.438 -2.792 -4.381 0.0421
H 0.788 -0.311 -5.400 0.0447
H -0.401 -0.034 -4.253 0.0289
H -0.993 -0.023 -5.841 0.0418
```

=====

Entry 2:
The following is a DFT calculation (ωB97M-V/def2-TZVPD) of a structure of composition C24H66N6O6 at a distorted geometry.

Values from the calculation:
LUMO level ... 0.02700 hartree
Relative energy (zero: lowest compared OMol25 entry of this formula, charge and spin) ... 2161.3 kJ/mol
Calculated total energy ... -47159.316 eV
Net charge ... 0
Highest occupied orbital energy ... -7.181 eV

Structure (XYZ):
```
102
Properties=species:S:1:pos:R:3:lowdin_charge:R:1
C 3.465 0.603 -2.972 -0.0724
C 2.774 1.871 -2.730 -0.4172
C 1.334 1.887 -3.278 -0.1754
O 0.791 3.199 -3.066 -0.2011
C -0.558 3.374 -2.815 -0.1088
N 2.678 2.105 -1.314 0.0620
H 3.031 -0.289 -2.520 0.0739
H 4.461 0.619 -2.527 0.0807
H 3.648 0.350 -4.016 0.0885
H 3.221 2.757 -3.181 0.1429
H 0.734 1.169 -2.718 0.0688
H 1.192 1.745 -4.349 0.1368
H -1.021 2.581 -3.403 0.0875
H -0.783 4.412 -3.059 0.0927
H -0.812 3.350 -1.755 0.0753
H 2.006 2.839 -1.141 0.0749
H 2.280 1.305 -0.844 0.0087
C -0.028 -0.423 1.578 -0.1118
C 0.803 0.212 0.403 -0.3682
C -0.148 0.630 -0.684 -0.1490
O -0.417 -0.523 -1.494 -0.0799
C -1.287 -0.192 -2.550 -0.3146
N 1.616 1.228 0.912 -0.0007
H -0.751 -1.099 1.122 -0.0875
H -0.772 0.268 1.975 0.0242
H 0.442 -0.943 2.413 0.1112
H 1.430 -0.578 -0.011 0.1129
H 0.416 1.325 -1.305 0.0746
H -1.048 1.078 -0.263 0.1272
H -2.217 0.342 -2.356 0.1215
H -1.609 -1.192 -2.841 -0.0449
H -0.880 0.355 -3.401 0.1054
H 1.120 1.904 1.475 0.0235
H 2.367 0.837 1.463 -0.1280
C -0.091 1.853 5.635 -0.0503
C -0.934 1.446 4.395 -0.4134
C -0.162 1.907 3.119 -0.1812
O 0.176 3.324 3.172 -0.1485
C 0.524 3.776 1.913 -0.1498
N -1.118 0.040 4.299 0.0536
H -0.547 1.367 6.498 0.0667
H 0.071 2.926 5.737 0.0727
H 0.950 1.561 5.770 0.0742
H -1.896 1.951 4.482 0.1418
H -0.814 1.574 2.312 0.0879
H 0.733 1.305 2.962 0.1098
H -0.206 3.440 1.177 0.0996
H 1.469 3.381 1.538 0.0372
H 0.696 4.849 1.996 0.1083
H -1.874 0.080 3.630 0.0328
H -1.644 -0.069 5.154 0.0781
C 4.943 -1.935 1.079 -0.0314
C 3.781 -0.855 1.047 -0.4133
C 4.234 0.428 1.698 -0.1450
O 3.166 1.233 2.135 -0.1834
C 3.485 2.613 2.434 -0.0067
N 3.318 -0.698 -0.250 0.0199
H 5.210 -2.136 2.117 0.0679
H 5.856 -1.631 0.566 0.0733
H 4.643 -2.883 0.634 0.0736
H 2.918 -1.293 1.548 0.1485
H 4.865 0.951 0.980 0.1417
H 4.924 0.168 2.501 0.1260
H 3.576 3.229 1.540 0.1028
H 4.402 2.667 3.022 0.0986
H 2.700 3.011 3.077 0.0892
H 2.526 -0.073 -0.209 0.0055
H 4.016 -0.375 -0.905 0.0620
C -2.945 -1.604 -3.332 -0.1174
C -1.786 -2.372 -3.718 -0.3802
C -1.918 -3.314 -4.982 -0.1578
O -0.787 -4.137 -5.190 -0.2026
C -0.990 -4.967 -6.369 -0.0873
N -0.743 -1.419 -4.028 -0.0011
H -3.224 -0.850 -4.069 0.1307
H -2.738 -1.170 -2.354 0.0661
H -3.839 -2.196 -3.138 0.1058
H -1.395 -2.859 -2.824 0.1670
H -1.903 -2.705 -5.886 0.1224
H -2.780 -3.982 -4.982 0.1218
H -1.686 -5.800 -6.261 0.0847
H -0.016 -5.444 -6.476 0.0840
H -1.147 -4.355 -7.257 0.0864
H -0.371 -0.759 -3.360 -0.0007
H 0.084 -1.969 -4.215 0.1061
C -1.838 -1.888 1.335 -0.0758
C -3.292 -1.337 1.454 -0.3835
C -3.819 -1.611 2.840 -0.2204
O -5.195 -1.364 2.994 -0.2221
C -5.767 -1.766 4.263 -0.0555
N -3.145 0.049 1.322 0.0586
H -1.336 -1.650 0.397 0.0960
H -1.943 -2.972 1.298 0.1091
H -1.146 -1.645 2.142 0.0695
H -4.065 -1.683 0.769 0.1458
H -3.284 -1.079 3.627 0.1056
H -3.769 -2.683 3.035 0.1272
H -5.212 -1.082 4.905 0.0863
H -5.596 -2.839 4.358 0.0877
H -6.818 -1.484 4.205 0.0893
H -4.011 0.486 1.604 0.0936
H -2.959 0.215 0.344 0.0780
```

=====

Entry 3:
The following is a DFT calculation (ωB97M-V/def2-TZVPD) of a cluster of 6 separate species, C24H66N6O6 in total at a distorted geometry.

Values from the calculation:
SMILES ... COC[C@H](C)N.COC[C@H](C)N.COC[C@H](C)N.COC[C@H](C)N.COC[C@H](C)N.COC[C@H](C)N
LUMO level ... 0.01553 hartree
Relative energy (zero: lowest compared OMol25 entry of this formula, charge and spin) ... 537.8 kJ/mol
Calculated total energy ... -47176.142 eV
Net charge ... 0
Highest occupied orbital energy ... -8.810 eV

Structure (XYZ):
```
102
Properties=species:S:1:pos:R:3:lowdin_charge:R:1
C -2.821 0.862 -9.769 -0.0548
C -2.021 1.120 -8.469 -0.4474
C -0.743 1.965 -8.686 -0.2133
O 0.453 1.575 -8.036 -0.1891
C 0.975 0.259 -8.340 -0.0828
N -2.805 1.907 -7.597 0.0163
H -2.361 0.639 -10.732 0.0719
H -3.214 1.830 -10.081 0.0697
H -3.600 0.148 -9.501 0.0783
H -1.702 0.159 -8.065 0.1276
H -0.948 3.001 -8.416 0.1233
H -0.539 1.946 -9.756 0.1092
H 0.706 -0.042 -9.353 0.0828
H 0.481 -0.443 -7.668 0.0775
H 2.058 0.160 -8.277 0.0841
H -3.118 2.715 -8.116 0.0703
H -2.171 2.304 -6.918 0.0762
C 8.509 4.475 -1.027 -0.0739
C 9.245 3.787 -2.208 -0.4327
C 8.875 2.326 -2.280 -0.1885
O 9.485 1.464 -1.258 -0.2056
C 9.113 0.068 -1.369 -0.0976
N 8.710 4.559 -3.306 0.0137
H 7.447 4.401 -1.261 0.0736
H 8.716 5.537 -0.891 0.0732
H 8.705 3.987 -0.073 0.0726
H 10.332 3.871 -2.199 0.1436
H 9.143 1.941 -3.264 0.1217
H 7.798 2.217 -2.156 0.1186
H 9.588 -0.455 -2.198 0.0841
H 8.031 -0.042 -1.295 0.0810
H 9.482 -0.331 -0.424 0.0821
H 7.707 4.531 -3.189 0.0638
H 9.013 5.501 -3.104 0.0701
C 1.377 -1.783 -1.456 -0.0618
C 1.368 -2.259 -0.014 -0.4703
C 0.793 -1.217 0.922 -0.1908
O -0.524 -0.949 0.441 -0.2105
C -1.324 0.076 0.960 -0.1051
N 0.678 -3.515 0.078 0.0372
H 0.342 -1.630 -1.759 0.0725
H 1.694 -2.495 -2.218 0.0793
H 1.846 -0.811 -1.610 0.0806
H 2.389 -2.463 0.308 0.1330
H 1.457 -0.384 0.693 0.1195
H 0.823 -1.526 1.967 0.1266
H -1.151 0.265 2.019 0.0799
H -2.395 -0.097 0.854 0.0880
H -0.974 0.975 0.453 0.0857
H -0.200 -3.376 -0.401 0.0670
H 0.432 -3.693 1.041 0.0692
C -3.555 -0.922 10.436 -0.1026
C -2.733 -2.103 10.057 -0.4243
C -1.300 -1.657 9.480 -0.1711
O -1.390 -0.886 8.246 -0.2019
C -0.097 -0.244 7.988 -0.0899
N -2.673 -2.903 11.300 0.0344
H -4.558 -1.187 10.770 0.0727
H -3.702 -0.174 9.657 0.0791
H -3.186 -0.396 11.317 0.0841
H -3.190 -2.598 9.200 0.1308
H -0.776 -2.594 9.290 0.1114
H -0.782 -1.116 10.272 0.1153
H -0.013 0.323 7.060 0.0797
H 0.601 -1.081 7.974 0.0791
H 0.182 0.474 8.759 0.0792
H -2.714 -3.835 10.914 0.0632
H -3.588 -2.923 11.726 0.0609
C -0.223 7.122 0.571 -0.0495
C -0.873 6.499 -0.695 -0.5050
C -2.381 6.702 -0.691 -0.1941
O -2.992 6.019 -1.842 -0.1861
C -4.387 6.293 -1.891 -0.1094
N -0.401 7.198 -1.763 0.0226
H -0.702 8.100 0.602 0.0723
H 0.859 7.228 0.496 0.0767
H -0.427 6.581 1.495 0.0713
H -0.585 5.451 -0.774 0.1472
H -2.492 7.786 -0.720 0.1163
H -2.737 6.417 0.299 0.1228
H -4.870 5.742 -2.698 0.0913
H -4.440 7.379 -1.966 0.0812
H -4.863 6.105 -0.928 0.0800
H -0.856 6.748 -2.545 0.0799
H -0.856 8.097 -1.825 0.0825
C -4.251 -7.066 3.342 -0.0607
C -4.356 -7.342 1.834 -0.4266
C -4.789 -8.722 1.185 -0.1767
O -3.828 -9.689 1.497 -0.1792
C -2.641 -9.576 0.697 -0.0990
N -5.066 -6.228 1.208 0.0049
H -3.562 -7.687 3.915 0.0762
H -5.208 -7.431 3.714 0.0676
H -4.284 -6.016 3.634 0.0735
H -3.335 -7.068 1.570 0.1029
H -4.850 -8.587 0.105 0.1151
H -5.768 -8.954 1.604 0.1260
H -2.159 -8.609 0.548 0.0787
H -2.773 -9.966 -0.312 0.0831
H -1.936 -10.202 1.245 0.0901
H -4.883 -6.268 0.215 0.0596
H -4.765 -5.290 1.431 0.0646
```

=====

Entry 4:
The following is a DFT calculation (ωB97M-V/def2-TZVPD) of a structure of composition C24H67Be2N5O11 at a distorted geometry.

Values from the calculation:
LUMO level ... -0.27247 hartree
Relative energy (zero: lowest compared OMol25 entry of this formula, charge and spin) ... 0.0 kJ/mol
Calculated total energy ... -56732.702 eV
Net charge ... +2
Highest occupied orbital energy ... -13.100 eV

Structure (XYZ):
```
109
Properties=species:S:1:pos:R:3:lowdin_charge:R:1
Be 1.387 -1.250 2.261 1.0659
Be 1.439 2.473 -1.197 0.9111
C 0.210 0.308 0.186 -0.8898
O -0.333 -0.766 0.591 -0.0989
O -0.409 1.243 -0.389 -0.0485
O 1.436 0.519 0.479 -0.0900
C -3.041 -2.835 2.076 -0.0492
C -1.808 -2.967 2.936 -0.3897
C -1.870 -4.209 3.791 -0.1903
O -0.692 -4.264 4.585 -0.2232
C -0.434 -5.483 5.234 -0.1080
N -0.573 -3.034 2.116 0.0913
H -2.880 -2.030 1.357 0.0505
H -3.973 -2.645 2.608 0.0994
H -3.237 -3.730 1.478 0.0996
H -1.735 -2.084 3.572 0.1374
H -1.923 -5.145 3.212 0.1363
H -2.698 -4.261 4.506 0.1429
H 0.453 -5.403 5.857 0.0929
H -0.386 -6.297 4.500 0.0911
H -1.236 -5.744 5.938 0.0960
H -0.501 -3.958 1.708 0.0906
H -0.739 -2.379 1.354 0.0208
C -4.233 1.415 0.833 -0.0435
C -3.413 1.638 2.098 -0.4172
C -4.310 2.001 3.270 -0.2163
O -5.032 3.148 2.915 -0.1985
C -5.755 3.765 3.953 -0.0968
N -2.564 0.463 2.372 0.0697
H -3.581 1.337 -0.046 0.0516
H -4.923 2.216 0.571 0.0865
H -4.750 0.454 0.912 0.0884
H -2.748 2.489 1.924 0.1250
H -3.693 2.222 4.150 0.1273
H -4.987 1.172 3.521 0.1352
H -6.471 3.065 4.397 0.0927
H -6.209 4.657 3.532 0.0923
H -5.112 4.061 4.795 0.0880
H -3.191 -0.338 2.319 0.0375
H -2.032 0.319 1.517 0.0282
C 5.037 -2.003 -0.143 -0.0339
C 3.684 -2.111 0.518 -0.4040
C 3.370 -3.472 1.039 -0.2044
O 2.082 -3.485 1.629 -0.2499
C 1.816 -4.763 2.201 -0.0640
N 3.708 -1.267 1.751 0.0681
H 5.868 -2.236 0.529 0.1030
H 5.264 -1.035 -0.587 0.0580
H 5.159 -2.755 -0.930 0.1026
H 2.834 -1.686 -0.024 0.1104
H 4.128 -3.881 1.714 0.1470
H 3.274 -4.163 0.191 0.1464
H 2.693 -5.123 2.748 0.1070
H 1.618 -5.491 1.408 0.1137
H 1.007 -4.761 2.917 0.0631
H 4.023 -0.327 1.512 0.0946
H 4.506 -1.578 2.309 0.1125
C 4.971 0.011 -3.136 -0.0341
C 3.709 0.867 -2.962 -0.3932
C 2.499 0.185 -3.536 -0.1476
O 1.397 1.002 -3.178 -0.2415
C 0.109 0.457 -3.368 -0.0737
N 3.538 1.245 -1.536 0.0735
H 5.803 0.514 -2.646 0.0896
H 5.199 -0.145 -4.190 0.0983
H 4.796 -0.970 -2.691 0.0638
H 3.925 1.836 -3.419 0.1320
H 2.321 -0.843 -3.198 0.1333
H 2.521 0.152 -4.630 0.1529
H -0.206 0.382 -4.416 0.1156
H -0.653 1.092 -2.921 0.0570
H -0.030 -0.539 -2.933 0.0858
H 3.290 0.398 -1.019 0.0511
H 4.444 1.473 -1.134 0.0980
C 0.921 5.674 -4.401 -0.0407
C 0.854 4.728 -3.211 -0.4271
C -0.502 4.060 -3.171 -0.1724
O -0.509 3.265 -1.989 -0.2619
C -1.839 3.050 -1.516 -0.0790
N 1.868 3.690 -3.289 0.0933
H 0.618 5.208 -5.341 0.0940
H 1.906 6.135 -4.514 0.0880
H 0.292 6.561 -4.279 0.0941
H 0.863 5.319 -2.294 0.1300
H -0.607 3.407 -4.054 0.1423
H -1.342 4.748 -3.263 0.1468
H -2.398 2.472 -2.259 0.1032
H -2.357 3.980 -1.277 0.1155
H -1.760 2.440 -0.623 0.0419
H 1.611 3.121 -4.092 0.1016
H 2.757 4.130 -3.509 0.1074
C 0.060 4.115 1.296 -0.1007
O 0.585 4.577 0.049 -0.1301
H 0.891 3.781 1.923 0.0885
H -0.576 4.853 1.779 0.1019
H -0.536 3.213 1.148 0.0560
H 0.662 5.533 -0.003 0.1008
C 0.996 -3.184 -1.801 -0.1763
O -0.062 -3.105 -2.732 -0.1128
H 0.883 -2.306 -1.146 0.0586
H 0.942 -4.021 -1.085 0.0753
H 1.957 -3.306 -2.299 0.0820
H -0.836 -2.788 -2.236 0.0374
C -2.973 -0.994 -2.184 -0.1105
O -2.116 -1.773 -1.363 -0.1376
H -3.987 -0.917 -1.778 0.0844
H -2.566 0.000 -2.370 0.0601
H -3.141 -1.553 -3.105 0.0948
H -1.715 -1.228 -0.674 0.0320
```